a.
2 unconnected molecules or ions with the total composition C3H4ClNO. Source: OMol25; level of theory: ωB97M-V/def2-TZVPD.

```
! RIJCOSX wB97M-V def2-TZVPD def2/J DEFGRID3
* xyz 0 1
C -1.191 0.052 -1.370
C -1.514 0.315 -0.107
C 2.609 1.069 -0.257
N 2.933 1.835 0.558
O 2.433 0.275 -1.094
Cl -2.057 1.809 0.465
H -1.290 0.840 -2.138
H -0.852 -0.873 -1.795
H -1.628 -0.425 0.819
H 2.656 2.521 1.287
*
```

For the HOMO-LUMO gap, the calculation gives 10.41 eV. As for the structure (SMILES): C=CCl.N=C=O.


b.
2 unconnected molecules or ions with the total composition C3H4ClNO. Source: OMol25; level of theory: ωB97M-V/def2-TZVPD.

```
! RIJCOSX wB97M-V def2-TZVPD def2/J DEFGRID3
* xyz 0 1
C 1.995 0.669 0.982
C 2.362 -0.159 0.197
C -2.014 0.003 -0.073
N -0.909 -0.190 -0.660
O -0.642 -1.134 -1.427
Cl 2.793 -1.064 -1.064
H 1.406 1.346 1.572
H -1.966 0.738 0.681
H -2.858 -0.615 -0.047
H -0.168 0.404 -0.160
*
```

For the HOMO-LUMO gap, the calculation gives 9.76 eV. As for the structure (SMILES): C=[NH+][O-].C#CCl.


Name the most stable of them. a.


a.
A molecular structure, C5H8O4. Source: OMol25; level of theory: ωB97M-V/def2-TZVPD.

```
! RIJCOSX wB97M-V def2-TZVPD def2/J DEFGRID3
* xyz 0 1
C 0.843 0.749 0.612
C 1.829 -0.177 -0.370
C -0.233 -0.428 -0.907
C -1.630 -0.494 -0.123
C -0.339 -0.253 0.677
H 1.601 2.693 0.547
H 1.389 0.763 1.519
H 2.253 -0.973 0.127
H 2.706 0.129 -1.055
H -0.108 0.557 -1.409
H -2.256 -1.635 -0.023
H -2.072 1.972 0.647
H -0.955 -1.647 1.871
O 0.622 2.032 0.041
O 0.820 -1.189 -1.062
O -2.286 0.705 -0.406
O 0.173 -1.329 1.231
*
```

For the HOMO-LUMO gap, the calculation gives 6.20 eV.


b.
2 unconnected molecules or ions with the total composition C5H8O4. Source: OMol25; level of theory: ωB97M-V/def2-TZVPD.

```
! RIJCOSX wB97M-V def2-TZVPD def2/J DEFGRID3
* xyz 0 1
C 0.367 -0.295 1.415
C -0.041 -1.521 -0.553
C 1.763 1.033 -0.310
C -1.794 0.232 -0.473
C 1.212 0.854 1.084
O 0.147 -1.408 0.740
O -2.876 -0.530 -0.221
O -1.564 0.784 -1.519
O 1.437 1.663 1.971
H -3.320 -0.726 -1.066
H -1.312 0.527 0.533
H 0.150 -0.422 2.468
H 0.536 -0.956 -1.268
H -0.399 -2.496 -0.847
H 0.949 1.190 -1.020
H 2.339 0.159 -0.619
H 2.406 1.911 -0.315
*
```

For the HOMO-LUMO gap (spin up / spin down), the calculation gives 7.86 / 8.17 eV.


Name the most stable of them. b.


a.
6 unconnected molecules or ions with the total composition C10H34BO10. Source: OMol25; level of theory: ωB97M-V/def2-TZVPD.

```
! RIJCOSX wB97M-V def2-TZVPD def2/J DEFGRID3
* xyz -1 1
B 4.966 11.017 19.633
H 5.427 10.209 18.953
H 3.831 10.832 19.714
H 5.492 10.991 20.662
H 4.999 12.100 19.235
C 6.668 12.104 16.131
C 7.444 12.611 17.349
O 7.634 11.608 18.344
O 5.266 12.251 16.290
H 6.912 11.052 15.944
H 6.961 12.619 15.212
H 6.869 13.471 17.702
H 8.436 12.871 16.977
H 6.786 11.372 18.788
H 5.003 12.102 17.206
C 7.154 6.517 19.549
C 7.169 7.755 20.465
O 5.825 8.243 20.539
O 7.209 6.870 18.187
H 6.174 6.050 19.743
H 7.891 5.768 19.853
H 7.727 8.603 20.054
H 7.428 7.538 21.509
H 5.813 9.173 20.246
H 6.515 7.553 18.169
C 1.817 13.485 18.669
C 0.377 13.871 18.315
O 0.342 15.193 17.765
O 1.714 12.104 18.935
H 2.119 14.008 19.584
H 2.508 13.875 17.914
H -0.087 13.890 19.308
H -0.071 13.063 17.736
H -0.547 15.235 17.395
H 2.556 11.663 19.126
C 3.803 10.842 23.126
C 2.997 11.129 24.353
O 1.610 10.820 24.248
O 3.369 11.689 22.039
H 3.703 9.891 22.588
H 4.870 11.008 23.318
H 3.003 12.223 24.478
H 3.357 10.684 25.281
H 1.384 10.825 23.310
H 3.845 11.390 21.228
C 6.679 14.511 22.048
C 7.988 15.110 22.525
O 8.998 14.129 22.329
O 6.811 13.725 20.865
H 5.915 15.261 21.826
H 6.199 13.838 22.767
H 7.958 15.459 23.557
H 8.149 15.903 21.781
H 9.847 14.524 22.548
H 6.075 13.142 20.655
*
```

For the HOMO-LUMO gap, the calculation gives 9.54 eV.


b.
6 unconnected molecules or ions with the total composition C10H34BO10. Source: OMol25; level of theory: ωB97M-V/def2-TZVPD.

```
! RIJCOSX wB97M-V def2-TZVPD def2/J DEFGRID3
* xyz -1 1
B 0.486 0.475 -0.715
H 0.168 0.746 -1.710
H 1.283 -0.251 -0.758
H 0.740 1.373 -0.174
H -0.302 -0.050 -0.197
C 3.188 1.771 1.026
C 3.876 1.090 -0.137
O 3.022 1.170 -1.257
O 2.126 1.089 1.674
H 2.940 2.782 0.705
H 4.028 1.880 1.712
H 4.092 0.035 0.028
H 4.837 1.574 -0.314
H 2.172 0.863 -0.934
H 1.501 1.071 0.945
C -2.572 -2.030 -1.284
C -3.318 -1.059 -0.386
O -4.087 -0.099 -1.117
O -1.324 -1.462 -1.882
H -3.141 -2.466 -2.104
H -2.189 -2.790 -0.602
H -2.582 -0.516 0.208
H -3.961 -1.619 0.293
H -3.446 0.589 -1.307
H -0.953 -0.835 -1.258
C -1.864 -0.718 3.512
C -1.131 0.625 3.281
O -0.192 0.694 4.298
O -0.982 -1.816 3.385
H -2.675 -0.834 2.793
H -2.218 -0.709 4.542
H -1.946 1.346 3.354
H -0.691 0.838 2.307
H 0.448 0.025 4.044
H -0.553 -1.777 2.527
C -1.909 2.379 -2.855
C -1.028 3.636 -2.714
O 0.356 3.222 -2.511
O -2.119 1.780 -1.589
H -1.360 1.617 -3.408
H -2.860 2.469 -3.380
H -1.440 4.270 -1.930
H -1.089 4.174 -3.661
H 0.432 2.530 -1.851
H -1.281 1.355 -1.391
C 1.863 -2.540 0.868
C 2.263 -3.055 -0.507
O 1.912 -4.411 -0.658
O 0.477 -2.207 0.891
H 2.476 -1.658 1.056
H 2.032 -3.339 1.589
H 3.329 -2.879 -0.647
H 1.713 -2.514 -1.278
H 0.990 -4.452 -0.922
H 0.462 -1.383 0.399
*
```

For the HOMO-LUMO gap, the calculation gives 9.92 eV.


Name the most stable of them. a.


a.
C3H5NO2S2 in the gas phase. Source: OMol25; level of theory: ωB97M-V/def2-TZVPD.

```
! RIJCOSX wB97M-V def2-TZVPD def2/J DEFGRID3
* xyz 0 1
C 0.527 -1.881 -0.076
C -0.055 -0.544 0.256
C 0.150 2.560 0.491
H -0.993 -2.812 -1.775
H 0.366 -2.679 0.642
H 1.663 -1.752 0.035
H -1.695 1.677 0.412
H 1.240 2.508 0.179
N -0.862 1.769 -0.109
O -0.020 -0.125 1.385
O -0.097 3.438 1.299
S 0.381 -2.597 -1.660
S -0.604 0.438 -1.080
*
```

For the HOMO-LUMO gap, the calculation gives 10.07 eV. As for the structure (SMILES): O=CNSC(=O)CS.


b.
C3H5NO2S2 in the gas phase. Source: OMol25; level of theory: ωB97M-V/def2-TZVPD.

```
! RIJCOSX wB97M-V def2-TZVPD def2/J DEFGRID3
* xyz 0 1
C 0.001 -0.026 0.379
C -0.948 1.063 -0.171
C 0.159 -1.229 -0.605
H 1.464 0.503 1.728
H 1.430 1.402 0.371
H -0.494 -0.456 1.264
H -2.392 -0.737 -0.499
H 1.912 -0.818 -0.418
N 1.320 0.458 0.724
O 1.402 -1.487 -0.941
O -0.790 -1.885 -0.979
S -2.576 0.594 -0.538
S -0.488 2.619 -0.315
*
```

For the HOMO-LUMO gap, the calculation gives 8.75 eV. As for the structure (SMILES): N[C@H](C(=O)O)C(=S)S.


Name the most stable of them. b.


a.
2 unconnected molecules or ions with the total composition CH5NOS2. Source: OMol25; level of theory: ωB97M-V/def2-TZVPD.

```
! RIJCOSX wB97M-V def2-TZVPD def2/J DEFGRID3
* xyz 0 1
S 0.525 0.241 -1.835
S 0.951 1.533 -0.276
H 1.186 1.090 -2.793
H -0.364 1.721 0.075
C -0.796 -1.366 1.961
N -1.825 -0.563 1.565
O -0.279 -2.147 1.089
H -0.485 -1.263 3.009
H -1.600 0.267 0.988
H -2.565 -0.881 1.051
*
```

For the HOMO-LUMO gap, the calculation gives 9.46 eV. As for the structure (SMILES): NC=O.SS.


b.
2 unconnected molecules or ions with the total composition CH5NOS2. Source: OMol25; level of theory: ωB97M-V/def2-TZVPD.

```
! RIJCOSX wB97M-V def2-TZVPD def2/J DEFGRID3
* xyz 0 1
S 1.834 0.027 -0.107
S 0.582 -1.412 -0.903
H 2.908 -0.340 -0.803
H -0.174 -1.671 0.175
C -1.676 0.960 0.205
N -1.567 1.977 1.105
O -2.030 -0.133 0.573
H -1.440 1.312 -0.809
H -1.863 1.809 2.055
H -1.117 2.847 0.878
*
```

For the HOMO-LUMO gap, the calculation gives 8.97 eV. As for the structure (SMILES): NC=O.SS.


Name the most stable of them. b.


a.
2 unconnected molecules or ions with the total composition C4H11FN3. Source: OMol25; level of theory: ωB97M-V/def2-TZVPD.

```
! RIJCOSX wB97M-V def2-TZVPD def2/J DEFGRID3
* xyz 1 1
C -0.831 0.064 2.264
C 0.722 -1.497 -2.785
C 0.102 0.725 -1.784
C 0.673 -0.485 -1.704
N -1.594 0.107 3.302
N 0.132 1.754 -0.765
N 0.378 -0.350 2.288
F 1.259 -0.752 -0.535
H -1.293 0.304 1.298
H 0.598 -2.501 -2.596
H -0.143 -1.265 -3.474
H 1.559 -1.251 -3.336
H -0.646 0.845 -2.554
H -2.464 0.480 3.346
H -0.181 2.689 -1.185
H 1.100 1.971 -0.637
H -1.190 -0.162 4.173
H 0.863 -0.463 3.162
H 0.956 -0.213 1.524
*
```

For the HOMO-LUMO gap, the calculation gives 8.36 eV.


b.
A gas-phase ion, C4H11FN3 (charge +1). Source: OMol25; level of theory: ωB97M-V/def2-TZVPD.

```
! RIJCOSX wB97M-V def2-TZVPD def2/J DEFGRID3
* xyz 1 1
C -1.647 0.331 -0.372
C 0.372 1.996 -0.306
C 0.646 -0.633 -0.257
C -0.305 0.595 0.156
N -2.263 -0.713 -0.025
N 2.009 -0.277 -0.088
N 0.119 -1.764 0.504
F -0.414 0.649 1.572
H -1.892 1.187 -0.923
H 0.852 1.807 -1.195
H -0.421 2.805 -0.301
H 1.189 2.440 0.308
H 0.459 -0.810 -1.268
H -3.173 -0.981 -0.289
H 2.413 0.194 0.682
H 2.498 -1.170 -0.109
H -1.545 -1.370 0.492
H 0.674 -1.699 1.396
H 0.431 -2.585 0.024
*
```

For the HOMO-LUMO gap, the calculation gives 8.83 eV. As for the structure (SMILES): C[C@@](F)(C=[NH2+])C(N)N.


Name the most stable of them. a.